# 1
The following is a DFT calculation (ωB97M-V with the def2-TZVPD basis set) of a molecular structure, C9H13Br in a non-equilibrium geometry.

Results
Kohn-Sham gap (spin up / spin down)   7.2 / 7.2 eV
Total charge   0
Energy above the lowest of the compared OMol25 structures with the same formula, charge and spin   5.629 eV
HOMO (spin up / spin down)   -7.57 / -7.58 eV

Cartesian coordinates (Å):
C -0.474 -0.740 -1.446
H 1.587 -0.856 -2.171
Br 3.685 -0.619 -0.084
C -1.091 0.652 -1.268
H -2.569 1.471 0.152
H -0.441 -1.005 1.147
C -0.010 -0.147 1.656
C 1.041 -0.913 -1.258
H -0.513 1.557 -1.353
H -1.178 -1.414 -0.893
H -0.084 1.845 0.795
C -1.721 0.831 0.154
H 1.192 -1.952 -0.901
H -2.371 -0.119 0.217
H 2.004 0.763 1.723
H 0.003 -0.198 2.708
C 2.207 -1.295 1.119
C -0.742 1.096 1.265
C 1.417 -0.038 1.149
H -0.661 -1.211 -2.472
C 1.657 0.084 -0.418
H -1.015 1.512 2.198
H -1.924 0.696 -2.019

Atoms 1-3, force components in eV/Å:
-0.79 -0.81 -1.72
-0.14 0.11 -1.28
0.35 0.42 0.12

# 2
The following is a DFT calculation (ωB97M-V with the def2-TZVPD basis set) of C9H13BrOSi in the gas phase in a non-equilibrium geometry.

Results
Kohn-Sham gap   9.8 eV
SMILES string   CO[Si](C)(C)c1ccc(Br)cc1
Total charge   0
Energy above the lowest of the compared OMol25 structures with the same formula, charge and spin   0.481 eV
HOMO   -9.03 eV

Cartesian coordinates (Å):
C -1.831 1.170 -0.240
H 1.239 2.629 -2.993
C -0.789 -1.217 -2.064
H -0.482 2.335 -2.778
O 0.771 1.248 -1.619
H -1.340 -2.021 -1.578
H 0.131 -1.613 -2.482
H -1.482 2.062 0.295
H -1.214 -1.798 0.955
C -0.358 -1.331 1.421
C 0.499 1.863 -2.835
H -2.400 0.527 0.419
C 0.322 -0.392 0.699
Br 1.793 -1.703 4.908
H -1.380 -0.831 -2.894
H 2.826 0.209 2.851
C 1.464 0.203 1.208
C 0.011 -1.624 2.713
H -0.576 -2.281 3.319
C 1.146 -1.044 3.236
H -2.390 1.459 -1.130
C 1.891 -0.168 2.476
Si -0.371 0.196 -0.883
H 0.587 1.132 -3.639
H 1.933 0.991 0.635

Atoms 1-3, force components in eV/Å:
0.47 0.13 -1.08
0.29 0.39 -0.17
-0.02 0.73 0.22

# 3
The following is a DFT calculation (ωB97M-V with the def2-TZVPD basis set) of C9H13Cl in the gas phase in a non-equilibrium geometry.

Results
Kohn-Sham gap (spin up / spin down)   7.7 / 7.1 eV
Total charge   0
Energy above the lowest of the compared OMol25 structures with the same formula, charge and spin   3.267 eV
HOMO (spin up / spin down)   -8.35 / -7.30 eV

Cartesian coordinates (Å):
C 1.179 -0.495 0.174
C -3.060 1.208 0.162
C -0.057 0.222 0.534
H 1.860 0.604 -1.647
H -2.413 -0.889 -0.414
C 1.910 -0.841 1.406
C 0.693 -1.662 -0.708
H 2.758 -1.550 1.272
H 0.223 2.040 -0.112
C -1.845 1.985 0.274
H -1.875 3.095 0.252
C -0.573 1.377 0.210
H 0.149 -1.410 -1.605
H 0.102 -2.444 -0.176
C 2.125 0.250 -0.692
Cl -4.658 -0.895 -0.277
H -3.960 1.841 -0.104
H 2.904 -0.462 -0.905
H 2.324 0.116 1.818
H 1.684 -2.069 -1.008
C -3.140 -0.097 -0.296
H 2.474 1.215 -0.325
H 1.195 -1.139 2.165

Atoms 1-3, force components in eV/Å:
-2.27 0.45 -1.21
0.65 1.71 -2.36
-0.30 -0.61 0.14

# 4
The following is a DFT calculation (ωB97M-V with the def2-TZVPD basis set) of a molecular structure, C9H13Cl2NS in a non-equilibrium geometry.

Results
Expectation value of S²   2.007
2S+1   3
Kohn-Sham gap (spin up / spin down)   5.2 / 6.9 eV
Total charge   0
HOMO (spin up / spin down)   -4.75 / -9.19 eV

Cartesian coordinates (Å):
H 1.315 -1.141 3.094
H -1.415 -0.993 -1.147
H 0.689 2.969 -3.668
H -1.726 -0.033 0.186
H -2.228 -2.158 0.968
H -0.710 -3.066 0.515
H 0.173 0.770 2.086
C 0.342 -0.100 -0.034
C -0.791 3.014 -2.142
C -1.003 -0.820 -0.140
Cl 0.531 -0.160 -3.087
Cl 2.613 1.221 -1.934
C -1.172 -2.042 0.798
H -0.293 -2.700 2.694
H 1.766 0.673 1.165
H 1.065 -0.676 -0.532
S -1.153 2.174 -0.656
H 1.607 -1.784 1.390
N 0.260 1.143 -0.812
C 1.013 -1.227 2.064
C 0.292 2.557 -2.756
C 0.807 1.268 -2.133
C -0.459 -1.796 2.202
H -1.316 3.921 -2.327
C 0.817 0.117 1.356
H -1.022 -1.130 2.850

Atoms 1-3, force components in eV/Å:
0.98 0.09 0.04
0.91 -0.25 0.06
0.27 -0.26 0.01

Number 1: DFT total energy -2924.4458 a.u., molar mass 201.11 g/mol. Number 2: DFT total energy -3289.5374 a.u., molar mass 245.19 g/mol. Number 3: DFT total energy -810.7274 a.u., molar mass 156.66 g/mol. Number 4: DFT total energy -1723.8687 a.u., molar mass 238.18 g/mol.